Molecular formula: C24H58P2Si4Ti
Method: DFT, wB97M-V/def2-TZVPD

```
89
Properties=species:S:1:pos:R:3:forces:R:3
P 0.54756 -2.42473 -2.88849 -2.01 -0.98 -1.45
P 1.11949 1.24592 -2.25451 -0.59 -0.37 -1.18
C 0.44828 -0.90282 -3.89504 0.85 -0.36 -0.02
C 1.69558 -0.16610 -3.36370 0.25 0.88 0.38
H -0.52923 -0.41535 -3.66345 0.73 -0.34 0.08
H 0.45478 -1.10744 -4.98286 0.33 0.31 0.44
H 2.43036 -0.81139 -2.80236 -0.56 0.33 -0.54
H 2.25249 0.25616 -4.19071 0.47 0.08 -0.04
C 0.62956 2.15470 -3.68945 0.41 0.84 -0.40
H 0.33449 3.15616 -3.45012 -0.51 0.56 -0.12
H -0.12065 1.57217 -4.20999 -0.27 0.26 -0.02
H 1.54340 2.16838 -4.27871 -0.12 0.39 -0.42
C 2.66568 2.10962 -1.62258 -0.11 0.19 -0.72
H 2.82653 2.73981 -2.48306 0.72 0.26 -0.37
H 3.58322 1.54247 -1.41480 -0.27 -0.09 -0.39
H 2.50583 2.78979 -0.78846 -0.22 -0.43 -0.22
C -0.18615 -3.59412 -4.21927 0.42 0.04 0.67
H -0.09210 -4.61293 -3.80415 -0.24 0.26 -0.33
H 0.45626 -3.52316 -5.11619 -0.27 -0.07 0.30
H -1.24054 -3.39335 -4.49729 0.64 0.01 0.40
C 2.15812 -3.17044 -2.79959 1.32 -0.38 -1.26
H 2.97218 -2.45617 -2.67890 0.08 -0.34 0.31
H 2.36828 -3.74352 -3.70222 0.27 -0.17 -0.06
H 2.11925 -3.85069 -1.95421 0.17 0.05 0.17
Ti 1.91675 -0.12897 -0.68867 -0.48 -0.16 3.26
C -2.42780 0.73874 -2.32577 0.63 0.27 -1.74
C -3.18377 0.29221 -3.35777 0.85 0.09 2.25
C -4.14415 -0.84854 -3.36791 0.99 -0.83 -0.13
C -4.13376 -1.85083 -2.16949 -1.21 1.35 0.01
C -3.01726 -2.75316 -1.89437 1.64 -1.15 -0.84
C -1.71161 -2.51333 -1.65351 -1.47 0.24 1.59
C -1.26687 -1.29474 -0.87030 0.54 -0.55 0.76
C -1.82010 0.09419 -1.12151 -0.53 1.77 1.49
C 2.41478 -1.82490 0.43249 0.31 -1.24 -1.46
H -1.98710 1.78057 -2.40123 -0.53 -1.18 -0.58
H -3.06106 0.79680 -4.28555 -0.63 0.93 -0.60
H -3.94495 -1.32216 -4.33059 -0.34 -0.65 -0.02
H -5.14042 -0.41038 -3.44815 -0.11 -0.07 0.07
H -4.26339 -1.23799 -1.27361 -0.42 0.17 0.13
H -5.01820 -2.49514 -2.26954 0.02 0.45 0.06
H -3.32224 -3.79739 -1.83243 0.27 -0.09 -0.66
H -1.06979 -3.38330 -1.56487 -0.47 0.01 0.59
H -0.16381 -1.22932 -0.58745 -1.21 -0.33 -1.05
H -1.62068 -1.55322 0.15088 0.04 0.10 -0.30
H -2.49601 0.23447 -0.27748 -0.12 0.32 -0.44
H -1.03676 0.85934 -0.90518 -0.42 -1.24 0.33
H 2.74204 -1.46858 1.39679 0.18 -0.24 0.40
H 3.30127 -2.10035 -0.23791 -0.63 -0.38 1.04
H 1.67144 -2.65039 0.53891 0.82 0.44 -0.14
C 4.07224 0.97857 1.00562 0.22 0.13 0.59
Si 2.40188 1.63154 1.70603 -0.48 1.14 2.11
C 2.48634 1.81107 3.64357 1.08 -0.16 -0.18
C 2.55741 3.50992 1.31916 -0.04 0.14 -0.13
Si 0.41620 0.32334 1.78247 -0.55 -1.21 0.10
Si -0.10612 -0.66818 4.02679 1.26 0.21 -0.39
C -0.25669 0.42357 5.59576 -0.10 0.13 -0.06
C -1.74654 -1.60338 3.89521 -0.02 -0.19 -0.05
C 1.28879 -1.85612 4.52071 -0.28 -0.42 0.21
Si -1.42095 1.67429 2.12249 1.03 0.07 -0.29
C -1.88454 2.60240 3.70148 0.11 0.30 0.03
C -0.89419 3.00376 0.88170 -1.05 0.73 -0.07
C -3.01692 0.70979 1.80301 -0.20 -0.17 -0.31
H 4.09543 -0.06486 0.66975 0.30 0.10 0.30
H 4.76481 1.13311 1.85523 -0.19 -0.59 -0.18
H 4.52785 1.60203 0.24102 -0.22 0.17 -0.12
H 3.48705 2.22990 3.85785 -0.27 0.02 0.33
H 1.72124 2.52053 4.01356 0.30 -0.35 -0.40
H 2.38499 0.86555 4.20707 0.08 0.45 -0.36
H 2.08889 3.86980 0.40124 -0.05 0.14 0.19
H 2.15728 4.14012 2.12396 0.09 -0.30 -0.06
H 3.63444 3.71934 1.23063 -0.18 0.05 0.07
H -1.27632 0.80765 5.73657 0.28 -0.04 -0.04
H -0.01845 -0.20582 6.47010 -0.08 0.11 -0.29
H 0.43820 1.27502 5.61138 -0.21 -0.23 -0.03
H -1.69160 -2.37964 3.11853 -0.04 0.17 0.15
H -1.95732 -2.09912 4.85543 0.10 0.09 -0.18
H -2.60208 -0.95572 3.66753 0.30 -0.17 0.11
H 1.31202 -2.73179 3.85613 0.15 0.23 0.08
H 2.27559 -1.36750 4.51172 -0.32 -0.16 -0.06
H 1.09980 -2.22426 5.54463 0.15 0.05 -0.26
H -1.03785 2.92401 4.32234 -0.25 -0.02 -0.17
H -2.41760 3.49767 3.33593 0.07 -0.15 0.29
H -2.58307 2.01799 4.31703 0.26 0.19 -0.14
H -0.62859 2.64128 -0.11866 -0.15 -0.05 0.22
H -1.76673 3.66811 0.80850 0.28 0.39 -0.40
H -0.03418 3.58039 1.25288 -0.41 -0.19 0.11
H -3.61374 1.23533 1.04968 -0.18 -0.13 0.14
H -2.79912 -0.30356 1.44440 -0.09 0.21 0.01
H -3.61704 0.56732 2.70586 0.05 0.36 -0.06
```
Positions in Å, forces in eV/Å.

Results
LUMO level (alpha / beta) (eV): -0.049 / -0.106
Energy relative to the best compared isomer or geometry (same formula, charge and spin) (kJ/mol): 635.31
Strongest force on any atom (eV Å⁻¹): 3.304
<S²>: 2.01
Energy (eV): -99023.3713
Multiplicity: 3